1.
50
Properties=species:S:1:pos:R:3:forces:R:3:lowdin_charge:R:1 method="wB97M-V/def2-TZVPD" e_homo_ev=-8.8 largest_force_ev_per_a=9.7 orbital_gap_ev=8.99
C -0.210612 -3.705839 -0.099870 2.2070 -0.7318 0.3501 0.01
C 0.311194 -2.470114 -0.054459 0.4275 -1.0227 -1.3031 -0.16
C 0.244908 -1.500453 1.009750 -0.4660 0.3544 1.5556 -0.34
C 0.226094 -1.738433 2.332862 0.1950 0.5450 1.0542 0.07
C 0.387001 -0.072206 0.602410 -0.9809 2.8657 3.4266 -0.16
C -0.579928 0.612938 -0.353685 0.7816 -0.5684 -0.7912 -0.16
C -0.989787 2.078594 -0.011850 -1.5382 -2.3351 -2.1971 -0.23
O -2.089018 2.134909 0.883905 -1.2920 -1.7447 0.7331 -0.12
H 0.211650 -4.359327 -0.920873 -1.1841 0.6163 0.9002 0.09
H -0.682786 -4.166412 0.789983 0.0364 0.3497 -0.9393 0.09
H 0.878996 -2.137303 -0.948550 -0.4732 -0.1048 0.6055 0.11
H 0.211493 -0.895295 3.041492 -0.1007 0.0031 -0.7442 0.07
H 0.343155 -2.622898 2.948191 -0.1779 -0.7528 -0.9599 0.07
H 1.406705 -0.021556 0.314177 1.0949 0.5502 -0.6801 0.10
H 0.305676 0.636769 1.601573 0.5237 -2.1501 -2.1002 0.13
H -1.462656 -0.020794 -0.408863 -0.5218 0.2601 0.1118 0.10
H -0.143785 0.517370 -1.365525 -0.2953 0.6195 0.5629 0.07
H -1.364046 2.428189 -0.973470 0.2732 0.5430 -0.0122 0.09
H -0.209114 2.721645 0.315392 0.7433 0.4216 0.5261 0.11
H -2.689099 1.301345 0.789786 1.7703 1.8242 0.1916 0.14
O 2.801936 2.202592 1.296381 -1.2613 -0.6370 -1.6425 -0.04
H 3.283584 2.679393 1.931310 0.7637 0.7454 1.5856 0.03
H 1.870556 2.194242 1.576610 0.7271 -0.1902 0.1934 0.03
O -0.924644 1.913694 3.387030 -0.5581 0.2887 -1.3359 -0.09
H -1.152665 2.003881 2.409403 0.1296 -0.1421 1.2118 0.03
H -1.816259 1.888710 3.739180 -0.1570 0.0093 0.3783 0.05
O -0.011039 2.206080 -2.968744 0.9806 2.0363 -0.6961 -0.08
H 0.675663 2.950786 -2.949609 -1.2046 -1.6552 0.1417 0.09
H -0.728675 2.613153 -3.490695 0.3572 -0.3549 0.2856 0.06
O 2.520536 0.086007 -2.607827 -0.8941 3.9480 -0.9888 -0.07
H 3.230180 -0.392061 -2.252687 1.8995 -0.5930 0.8363 0.02
H 2.764294 1.098500 -2.664526 -0.2755 -3.0882 0.2444 0.10
O -2.124611 -2.584636 -2.960660 -0.4990 2.9470 -0.0290 -0.08
H -2.094624 -1.565650 -2.976981 -0.9215 -2.1077 0.0141 0.08
H -1.180971 -2.622503 -2.999108 1.4729 -0.8186 -0.2052 -0.02
O 1.641014 1.480995 3.594611 1.8386 -0.5541 -0.5565 -0.04
H 1.418427 1.011969 4.376599 -0.1727 -1.0276 1.0038 0.03
H 1.060473 2.203968 3.675404 -1.4686 1.5124 -0.0450 -0.01
O 3.029292 2.677702 -1.297405 -1.0677 -2.2680 0.1152 -0.11
H 3.262186 3.219379 -0.543791 0.0295 0.0695 0.2713 0.02
H 2.680839 1.835890 -0.830650 0.8840 2.1659 -0.8936 0.05
O 0.305313 -1.099370 -3.119026 -0.2811 -2.6949 -0.1002 -0.06
H 1.235494 -1.227304 -3.344889 -0.3338 0.6383 0.0717 0.04
H 0.095844 -0.198317 -3.217681 0.1353 1.9102 -0.2776 -0.01
O -2.814547 -1.032197 1.505329 6.4814 6.1706 3.8619 -0.02
H -3.330596 -1.636162 1.188062 -4.2060 -5.9858 -3.1446 -0.09
H -1.872171 -1.386906 1.664092 -2.3919 0.4325 -0.4624 0.05
O -2.745930 -2.988973 -0.234150 3.7320 5.3668 3.8139 -0.02
H -1.972868 -2.657022 -0.746327 -1.3991 -0.8562 0.0204 0.02
H -3.212072 -3.596968 -0.631631 -3.3624 -4.8100 -3.9626 -0.04

2.
50
Properties=species:S:1:pos:R:3:forces:R:3:lowdin_charge:R:1 method="wB97M-V/def2-TZVPD" e_homo_ev="-12.9 / -12.9" multiplicity=2 largest_force_ev_per_a=2.6 s2=0.753 total_charge=+1 orbital_gap_ev="8.47 / 4.81"
O 0.948787 3.726249 1.161396 0.2397 0.2214 0.0643 0.08
C 0.847407 2.938707 2.058388 -0.8145 -0.7078 -0.0146 -0.21
C 0.329968 1.520215 1.807163 0.4603 -1.2800 0.1810 -0.12
C 0.829974 0.964359 0.453499 0.4185 1.1566 0.2695 -0.14
C -0.353212 0.430743 -0.385750 -0.5445 -0.4623 -0.7034 -0.10
C 0.509715 -1.794411 -0.874402 0.3131 -0.8384 -0.9860 0.25
C 0.163916 -0.545266 -1.390916 -0.6194 2.1412 1.2710 -0.17
C 0.387917 -0.148078 -2.781098 0.8164 -1.1099 -0.2707 0.03
H 1.079530 3.167228 3.112231 0.0540 0.2548 -0.1010 0.13
H -0.753133 1.394620 1.848334 -0.0904 1.0188 -0.0731 0.09
H 0.595043 0.840111 2.623176 0.4614 0.2506 0.0594 0.11
H 1.677895 0.276952 0.535913 -0.3797 -0.4448 0.3415 0.11
H 1.296261 1.829042 -0.024145 -0.4030 -0.1349 -0.6545 0.08
H -0.938994 1.203776 -0.879216 0.3635 0.2336 -0.0007 0.12
H -1.061245 -0.048762 0.295547 0.2297 -0.3436 0.0480 0.10
H 0.782635 -2.568229 -1.591444 -0.0486 -0.0438 0.1646 0.12
H 0.531229 -2.058473 0.173157 -0.1635 0.2821 0.1166 0.07
H 1.022674 -0.938978 -3.187091 -0.3209 0.2489 -0.7912 0.11
H -0.521768 0.060708 -3.358545 -0.2557 -0.4226 0.2388 0.12
H 0.884317 0.808288 -2.941212 0.0830 -0.1448 0.7872 0.08
H 3.418737 1.515263 0.260707 0.3608 0.1250 0.2086 -0.01
H 3.273655 2.647575 -0.706948 0.2670 0.0469 -0.1965 0.00
O 3.939237 2.209215 -0.161220 -0.3920 -0.2582 0.1007 -0.04
H -1.777786 -0.328730 2.607369 -0.3217 0.0811 0.4243 0.02
H -3.127677 0.272485 3.148606 0.2132 -0.0620 -0.0685 0.08
O -2.518206 0.284929 2.398622 0.1689 -0.4060 -0.2982 -0.06
H -1.803872 2.701055 -2.136556 0.1472 0.4432 0.3180 0.03
H -2.627457 2.019147 -3.153280 -0.0664 -0.1636 -0.2030 0.03
O -1.726532 2.342819 -3.019551 -0.0214 -0.2490 -0.0833 -0.05
H -3.719694 -0.265474 -1.582935 0.2013 -0.3872 0.1876 0.00
H -2.906437 -0.302747 -2.936454 -0.2266 -0.2653 0.3108 0.03
O -3.625783 0.121791 -2.458657 0.0022 0.5837 -0.4927 -0.04
H -3.161979 -0.610286 0.875708 -0.6782 0.0588 0.1957 0.02
H -4.468311 -1.442286 0.568359 0.1348 0.2970 0.0433 0.09
O -3.616119 -1.166062 0.202876 0.3216 -0.1097 -0.0950 -0.06
H 4.165528 -0.618009 0.314148 0.2741 -0.0507 -0.0278 0.02
H 3.760310 -1.735770 1.286987 -0.0007 -0.0572 0.0628 -0.01
O 4.363297 -0.991094 1.180438 -0.3159 0.1175 -0.0774 -0.04
H -2.679906 -2.607905 0.794874 0.0796 -0.5136 0.0513 0.01
H -2.222457 -4.121478 1.021546 -0.1660 0.2620 -0.0202 0.07
O -2.116618 -3.212621 1.327211 0.1946 0.1140 -0.2903 -0.06
H 1.989639 -3.942236 1.939080 0.0310 0.1881 0.2413 0.08
H 2.163169 -3.560783 0.503357 0.2359 -0.1776 -0.3867 0.05
O 2.004174 -3.167707 1.360631 -0.1249 -0.1111 0.2180 -0.04
H 0.442854 -1.678022 2.673251 0.2431 0.2512 0.4544 0.03
H -0.805038 -2.340591 2.221280 -0.6286 -0.1815 0.4646 0.00
O -0.491549 -1.719437 2.908590 0.3237 0.0288 -0.8758 -0.06
H 1.900390 3.611201 -2.486961 0.4877 -0.1314 0.2866 0.08
H 1.531591 2.348316 -3.115288 0.1678 -0.0991 -0.2454 0.02
O 2.183929 2.678637 -2.490770 -0.7114 0.7506 -0.1537 -0.04

3.
53
Properties=species:S:1:pos:R:3:forces:R:3:lowdin_charge:R:1 method="wB97M-V/def2-TZVPD" e_homo_ev=-8.7 largest_force_ev_per_a=2.7 orbital_gap_ev=8.77
C -4.094511 -1.259397 0.545554 0.3780 0.5241 0.2097 -0.06
C -2.713468 -1.426534 1.216450 -0.8477 -0.8553 -1.0662 -0.35
C -2.704914 -1.598970 2.529401 0.1356 -0.3292 0.7689 0.03
C -0.735990 -0.286787 0.954108 0.4681 1.5754 -0.2056 -0.10
C -1.422042 -1.338091 0.483047 -0.4167 1.7774 1.1814 -0.08
C 1.497455 0.727105 1.289390 1.1831 0.7341 2.3378 -0.03
C 0.550631 0.313312 0.481080 -1.1363 -1.2144 -0.6596 -0.19
H -4.533025 -2.202359 0.221905 -0.0946 -0.0907 0.3097 0.07
H -4.664816 -0.782663 1.354799 -0.4204 -0.3708 -0.5606 0.08
H -4.175251 -0.600695 -0.345596 0.5379 -0.1608 0.6517 0.08
H -1.812878 -1.714410 3.130419 0.2747 -0.0855 -0.3512 0.07
H -3.606888 -1.698268 3.114163 -0.3674 0.2849 -0.1234 0.06
H -1.231026 0.486107 1.597702 0.2171 -1.3743 -0.1271 0.14
H -1.068970 -1.953029 -0.341705 -0.4388 -0.0182 0.4424 0.10
H 2.400920 1.287241 1.138044 -0.3703 -0.0052 -1.3732 0.02
H 1.545229 0.640471 2.388946 -1.3113 -0.5342 -0.2287 0.09
H 0.551045 0.410435 -0.610409 0.7533 0.4470 0.5157 0.09
H 3.898824 -0.203756 -0.521364 0.0334 0.2342 -0.2294 0.04
H 3.570212 1.228188 -1.135674 -0.0620 -0.7827 0.4621 0.09
O 3.213644 0.475734 -0.617547 0.7128 0.6111 -1.1210 -0.08
H 0.915521 3.705968 2.581130 0.0170 0.1750 -0.7386 0.05
H 2.032405 4.342274 1.620992 -0.6221 -0.3350 -0.2144 0.05
O 1.802620 4.069795 2.513568 0.2662 0.1473 0.9828 -0.05
H -1.855113 3.510071 -1.788190 -0.0630 0.2529 0.5977 0.06
H -1.986259 2.090523 -1.707332 -0.1778 -0.5511 0.5922 0.01
O -1.973420 2.840022 -1.089441 -0.5394 -0.0008 -1.5586 -0.08
H 1.274538 -3.311984 0.442905 -0.5337 -0.1291 -0.2242 0.07
H 1.327823 -1.860642 0.352834 -0.6441 0.1621 -0.3431 0.02
O 0.958503 -2.611552 -0.155163 1.6633 -0.4343 0.5275 -0.08
H 3.561350 -1.460822 -2.034732 -0.7592 -0.2406 -0.1409 0.03
H 3.049339 -2.518896 -0.900295 -0.5325 0.3652 -0.6105 0.02
O 3.782823 -2.077732 -1.339698 1.4716 -0.4946 0.5779 -0.05
H 2.096723 -1.716123 2.477739 -0.0673 0.2051 0.1167 0.03
H 2.179541 -3.091241 3.122925 -0.0749 0.0327 0.0545 0.05
O 1.582535 -2.516842 2.629341 0.2597 -0.2160 -0.0445 -0.04
H -1.114128 2.317744 -4.623837 0.0865 -0.3902 0.2070 0.05
H -0.850457 1.328876 -3.383953 -0.0519 0.3205 -0.3365 0.00
O -0.838247 2.249033 -3.703246 0.0622 0.4548 -0.0286 -0.06
H -3.134796 -1.784233 -1.692819 0.0172 -0.4604 0.4838 -0.02
H -3.770059 -3.232912 -1.974260 0.2838 0.1002 0.5391 0.04
O -3.602624 -2.352135 -2.307174 -0.1328 0.3511 -1.2130 -0.05
H 2.923445 2.708461 3.063614 0.5310 -0.1670 -0.7336 0.00
H 3.870564 1.722328 2.211777 -0.3772 0.1777 -0.0798 0.00
O 3.794962 2.268658 2.993774 0.3777 -0.0243 0.8527 -0.08
H -0.250445 2.829821 -0.740609 0.7168 1.1266 1.3060 0.02
H -0.400331 3.802755 0.428152 -0.1397 -0.0384 -0.1310 0.03
O 0.287474 3.395193 -0.104562 0.2012 -0.5614 -0.6752 -0.10
H 0.812923 -2.215012 -2.319948 -0.4491 -0.1822 -0.3672 0.05
H 1.594408 -1.096776 -1.880003 -0.4732 0.5658 -0.7965 0.02
O 0.949259 -1.298372 -2.600738 1.0659 -0.2246 1.1746 -0.06
H -1.707288 -0.313544 -2.889804 0.0750 -0.3945 0.0279 0.07
H -0.457149 -0.325875 -1.964746 -0.1739 -0.3486 -0.5259 0.00
O -1.320618 0.099535 -2.110913 -0.5119 0.3891 -0.1114 -0.07

4.
52
Properties=species:S:1:pos:R:3:forces:R:3:lowdin_charge:R:1 method="wB97M-V/def2-TZVPD" e_homo_ev=-9.4 largest_force_ev_per_a=2.4 orbital_gap_ev=9.65
C 0.231043 -3.054351 0.169309 0.6834 -0.8297 1.2270 -0.08
C 0.526155 -1.848377 1.024017 -0.3293 1.6787 0.1582 -0.24
N 0.312068 -0.635031 0.142067 0.5237 -0.1435 0.7129 -0.04
C -0.571804 0.428132 0.694365 -0.5704 -2.0307 -1.0623 -0.37
C -0.364818 1.654761 -0.132622 1.1993 1.5246 0.2141 -0.04
C -2.036843 -0.145726 0.630293 0.8981 0.5432 1.4532 -0.36
C -3.061684 0.831333 1.296010 1.2805 -0.6875 -0.7388 -0.05
C -2.469683 -0.542081 -0.759181 -0.7949 -0.2160 -0.2790 -0.09
H 0.722934 -2.936694 -0.789091 -0.4807 -0.0227 -0.1075 0.03
H 0.710562 -3.964013 0.573287 -0.5275 0.1866 0.1282 0.09
H -0.859654 -3.156283 0.178057 0.3476 -0.2675 -0.6413 0.07
H -0.121861 -1.782077 1.917140 -0.0389 -0.2302 -0.5307 0.10
H 1.522912 -1.725898 1.458925 0.1797 -0.6788 -0.3347 0.11
H 1.245565 -0.241668 0.088497 -0.0830 0.2886 -0.4116 0.09
H -0.287127 0.557250 1.744072 -0.1575 0.4071 0.0547 0.11
H -0.583433 1.598399 -1.198610 -0.3605 -0.4192 0.0971 0.08
H -0.865866 2.515026 0.298005 -0.4701 0.0892 -0.0686 0.08
H 0.688587 2.003102 -0.116839 -0.2456 -0.4546 0.0686 0.07
H -2.002109 -1.059963 1.264595 -0.0738 0.5568 -0.6717 0.09
H -2.629836 1.832256 1.305228 -0.5616 0.1831 -0.4479 0.06
H -3.973937 0.723661 0.712352 -0.3084 0.4939 0.4540 0.07
H -3.143451 0.611566 2.347858 -0.6010 -0.2934 0.1171 0.05
H -2.765103 0.298769 -1.395045 0.1925 0.3354 0.1667 0.07
H -1.724872 -1.133806 -1.303129 -0.2333 -0.1266 0.2588 0.07
H -3.426415 -1.085318 -0.631888 0.5302 -0.1770 -0.3381 0.09
O 1.383974 0.298557 -4.117336 -1.1213 -0.8431 0.4343 -0.10
H 0.416685 0.448344 -3.998920 0.4237 0.5057 -0.4927 0.01
H 1.324372 -0.656004 -3.845291 0.9691 0.5969 -0.2464 0.02
O 2.812591 1.935318 1.956000 0.3712 -0.0498 -0.8176 -0.09
H 2.281018 1.322768 1.434495 -0.3772 -0.0850 0.3001 0.01
H 3.395842 2.209650 1.205885 -0.2427 0.3462 0.4220 0.02
O 3.326493 0.032926 3.789717 0.3784 0.1292 -0.5929 -0.09
H 3.628627 0.587215 3.038060 0.0576 -0.3831 0.4262 0.01
H 2.523203 0.519139 3.962597 -0.4395 0.0432 0.4683 0.00
O -2.429026 -3.046013 2.094887 -0.7500 0.0288 0.6741 -0.06
H -2.846242 -2.783493 2.934594 0.5278 -0.1070 -0.1580 0.06
H -3.215493 -3.140643 1.547520 0.0908 -0.1427 -0.3726 0.05
O -1.722325 1.721394 3.633517 1.3343 -0.2724 0.7756 -0.06
H -0.878820 1.393721 3.277390 -0.4765 0.1444 -0.6257 0.03
H -1.418134 1.749940 4.550895 -0.6682 0.3390 0.3122 0.05
O 2.233688 2.245178 -2.616037 -0.0065 0.6051 0.2207 -0.08
H 1.972440 1.383337 -3.053853 0.1415 0.6568 -0.5682 0.02
H 2.324543 2.995366 -3.225216 -0.2342 -0.8964 -0.0925 0.07
O 1.419656 -1.954707 -2.795118 -0.5857 -0.3544 0.7497 -0.05
H 1.339912 -2.905396 -2.932905 0.0377 0.0639 -0.1198 0.07
H 0.801399 -1.762706 -2.053013 0.5062 0.1703 -0.4915 0.03
O -1.324811 0.179645 -3.989122 0.0641 -0.0352 -0.3839 -0.02
H -1.658974 0.138369 -3.094172 -0.2918 0.0693 0.3742 0.01
H -1.807434 0.873473 -4.448691 -0.0960 -0.0024 0.1097 0.07
O 3.726719 2.352026 -0.516408 -0.3561 0.0550 -1.4723 -0.10
H 3.147821 2.518252 -1.339094 0.1197 0.0324 1.2528 0.02
H 4.170945 1.601400 -0.918065 0.6251 -0.3244 0.4361 0.05